Entry 1:
C25H29B2Cl3F4N9O6STi as an isolated structure in a non-equilibrium geometry, computed with the ωB97M-V functional and the def2-TZVPD basis.

CARTESIAN COORDINATES (ANGSTROEM)
Ti -1.160 -0.010 1.242
C -1.938 -4.242 1.451
C -1.911 -2.786 1.172
N -1.260 -1.933 1.864
O -0.594 -2.211 2.983
B -0.623 -0.967 3.850
F -1.899 -0.388 3.610
F -0.330 -1.279 5.113
O 0.358 0.125 3.350
N -0.279 1.096 2.633
C -0.282 2.321 2.966
C 0.486 2.851 4.123
C -1.113 3.237 2.109
N -2.025 2.923 1.270
O -2.252 1.563 1.054
B -3.753 1.082 0.672
F -4.499 2.121 0.273
F -4.154 0.471 1.838
O -3.564 0.027 -0.379
N -2.638 -0.822 0.155
C -2.791 -2.095 0.161
C -3.834 -2.781 -0.634
C -0.904 4.710 2.286
H -1.333 -4.455 2.328
H -1.540 -4.795 0.598
H -2.960 -4.579 1.630
H 0.798 2.037 4.771
H -0.113 3.561 4.691
H 1.369 3.379 3.755
H -4.817 -2.404 -0.344
H -3.799 -3.858 -0.503
H -3.688 -2.538 -1.688
H 0.150 4.966 2.165
H -1.217 5.027 3.282
H -1.489 5.254 1.551
Cl 3.663 0.081 -4.329
C 2.713 -0.084 -2.892
C 2.092 -1.290 -2.618
C 1.327 -1.400 -1.475
Cl 0.459 -2.868 -1.184
C 1.165 -0.326 -0.607
O 0.367 -0.447 0.480
C 1.798 0.869 -0.913
Cl 1.570 2.246 0.118
C 2.576 1.003 -2.047
H 2.182 -2.126 -3.296
H 3.046 1.948 -2.278
N 3.644 -0.390 2.907
C 3.598 -1.407 2.007
S 2.439 -2.590 2.168
N 4.569 -1.316 1.060
C 4.838 -2.088 -0.099
C 4.426 -3.401 -0.287
C 4.747 -4.049 -1.473
C 5.490 -3.419 -2.459
C 5.926 -2.118 -2.252
C 5.598 -1.455 -1.083
H 2.882 -0.324 3.557
H 4.272 0.390 2.810
H 5.161 -0.503 1.127
H 3.873 -3.910 0.483
H 4.419 -5.071 -1.614
H 5.743 -3.941 -3.373
H 6.517 -1.612 -3.004
H 5.936 -0.436 -0.929
C -4.469 2.883 -3.969
N -3.268 2.387 -3.331
C -2.760 1.036 -3.489
C -1.776 0.957 -2.325
O -1.163 -0.050 -2.004
N -1.727 2.155 -1.683
C -2.667 2.907 -2.246
N -2.972 4.122 -1.756
H -4.534 2.461 -4.969
H -4.422 3.966 -4.075
H -5.368 2.611 -3.411
H -2.247 0.895 -4.442
H -3.547 0.287 -3.386
H -2.684 4.257 -0.799
H -3.839 4.555 -2.023

## Properties
HOMO-LUMO gap, eV: 5.432
M, g mol⁻¹: 835.47
ΔE to the lowest compared entry with this formula, charge and spin, eV: 2.633
Net charge: +1
Highest occupied orbital energy, eV: -10.09
E_tot, eV: -135835.30262


Entry 2:
A 7-piece molecular cluster, C9H25N5O14 overall in a non-equilibrium geometry, computed with the ωB97M-V functional and the def2-TZVPD basis.

CARTESIAN COORDINATES (ANGSTROEM)
C -2.839 1.204 -2.047
N -4.218 1.751 -1.901
O -4.339 2.792 -1.302
O -5.135 1.092 -2.354
H -2.489 1.274 -3.072
H -2.881 0.179 -1.695
H -2.206 1.795 -1.396
C 1.217 -3.091 4.243
N 0.665 -3.379 5.585
O 1.398 -3.195 6.533
O -0.490 -3.738 5.641
H 0.923 -3.787 3.464
H 2.300 -3.068 4.296
H 0.853 -2.104 3.961
C 3.232 -0.369 -3.400
N 4.511 0.271 -3.027
O 5.427 0.217 -3.816
O 4.561 0.813 -1.938
H 3.396 -1.338 -3.853
H 2.729 0.330 -4.071
H 2.591 -0.455 -2.531
C -2.002 1.145 4.534
N -1.897 -0.211 3.919
O -2.110 -0.308 2.718
O -1.527 -1.121 4.615
H -1.718 1.863 3.777
H -1.363 1.124 5.409
H -3.028 1.265 4.874
C -2.930 -4.648 1.192
N -1.601 -4.309 0.625
O -1.250 -4.894 -0.374
O -0.887 -3.589 1.297
H -2.802 -5.220 2.102
H -3.474 -5.246 0.465
H -3.506 -3.735 1.317
C 0.960 2.217 -1.949
O 1.391 3.445 -2.576
C 1.513 3.366 -3.903
O 1.193 2.423 -4.578
O 2.031 4.470 -4.431
C 2.580 5.472 -3.571
H 1.805 1.542 -1.995
H 0.072 1.934 -2.511
H 0.601 2.377 -0.937
H 1.793 5.967 -3.005
H 3.075 6.196 -4.210
H 3.314 5.038 -2.895
C 0.381 -0.831 0.338
O -0.434 0.343 0.433
H -0.234 -1.563 -0.190
H 1.289 -0.648 -0.232
H 0.652 -1.254 1.305
H -1.093 0.193 1.121

## Properties
HOMO-LUMO gap, eV: 10.135
M, g mol⁻¹: 427.32
ΔE to the lowest compared entry with this formula, charge and spin, eV: 0.000
Net charge: 0
Highest occupied orbital energy, eV: -10.66
E_tot, eV: -45838.98589


Entry 3:
IO4V2 as an isolated structure in a non-equilibrium geometry, computed with the ωB97M-V functional and the def2-TZVPD basis.

CARTESIAN COORDINATES (ANGSTROEM)
O -3.210 -13.695 17.208
V -1.915 -14.389 16.690
O -2.430 -15.585 15.622
O 4.186 -9.804 11.094
V 3.844 -8.693 12.284
O 4.308 -7.279 11.714
I 0.280 -10.749 14.868

## Properties
HOMO-LUMO gap, eV: 3.567
M, g mol⁻¹: 292.79
ΔE to the lowest compared entry with this formula, charge and spin, eV: 5.679
Net charge: +1
Highest occupied orbital energy, eV: -11.10
E_tot, eV: -67651.12302


Entry 4:
One molecule with the formula CN2O3S in a non-equilibrium geometry, computed with the ωB97M-V functional and the def2-TZVPD basis.

CARTESIAN COORDINATES (ANGSTROEM)
C -0.954 -0.041 0.121
N 0.347 -0.060 -0.181
N -2.119 -0.151 -0.045
O 1.059 1.183 -0.308
O 2.960 -0.765 -0.266
O -3.279 -0.163 0.232
S 1.986 -0.001 0.447

## Properties
HOMO-LUMO gap (spin up / spin down), eV: 8.484 / 8.484
M, g mol⁻¹: 120.09
ΔE to the lowest compared entry with this formula, charge and spin, eV: 2.906
Net charge: 0
Highest occupied orbital energy (spin up / spin down), eV: -9.27 / -9.27
E_tot, eV: -20987.57795


Entry 5:
One molecule with the formula C20H27N3O5S in a non-equilibrium geometry, computed with the ωB97M-V functional and the def2-TZVPD basis.

CARTESIAN COORDINATES (ANGSTROEM)
C 3.489 -0.247 -3.682
C 2.369 -0.445 -2.706
C 1.568 -1.578 -2.781
C 0.529 -1.784 -1.886
C -0.353 -2.992 -1.979
C 0.299 -0.843 -0.892
C 1.095 0.288 -0.798
N 0.892 1.239 0.228
C 0.500 2.584 -0.146
C -0.622 2.590 -1.194
O -0.591 3.327 -2.159
N -1.609 1.713 -0.953
C -2.615 1.417 -1.949
C -3.756 0.612 -1.335
C -4.425 1.294 -0.119
C -4.218 0.296 1.025
C -3.968 -1.008 0.268
O -3.241 -0.633 -0.882
S 0.316 0.701 1.695
O 0.679 1.694 2.660
O -1.081 0.344 1.644
C 1.304 -0.734 1.939
C 0.959 -2.102 2.135
C -0.397 -2.697 2.162
N 2.048 -2.804 2.295
O 3.108 -1.959 2.213
C 2.674 -0.716 2.005
C 3.626 0.406 1.875
C 2.129 0.485 -1.707
H 4.329 -0.892 -3.424
H 3.168 -0.505 -4.689
H 3.833 0.784 -3.677
H 1.751 -2.303 -3.560
H -1.371 -2.734 -1.697
H -0.353 -3.396 -2.988
H 0.007 -3.770 -1.304
H -0.529 -0.979 -0.215
H 0.176 3.083 0.770
H 1.352 3.132 -0.559
H -1.579 1.098 -0.149
H -2.167 0.831 -2.761
H -2.986 2.356 -2.368
H -4.502 0.422 -2.124
H -5.485 1.455 -0.314
H -3.962 2.255 0.092
H -3.330 0.549 1.602
H -5.075 0.229 1.691
H -4.918 -1.480 -0.026
H -3.365 -1.726 0.823
H -0.443 -3.480 2.913
H -0.620 -3.142 1.193
H -1.130 -1.922 2.371
H 3.870 0.562 0.825
H 4.541 0.183 2.417
H 3.161 1.309 2.263
H 2.733 1.377 -1.639

## Properties
HOMO-LUMO gap, eV: 9.594
M, g mol⁻¹: 421.52
ΔE to the lowest compared entry with this formula, charge and spin, eV: 4.199
Net charge: 0
Highest occupied orbital energy, eV: -8.95
E_tot, eV: -46720.46753


Entry 6:
An isolated ion of composition C4H10N2OS and charge -2 in a non-equilibrium geometry, computed with the ωB97M-V functional and the def2-TZVPD basis.

CARTESIAN COORDINATES (ANGSTROEM)
N 1.358 0.224 1.883
C 0.680 0.305 0.509
C 1.330 -0.420 -0.649
S 3.021 -0.699 -0.520
C -0.884 -0.158 0.644
N -1.665 0.140 -0.675
C -3.201 0.091 -0.413
O -3.681 1.276 -0.294
H 2.168 0.697 1.757
H 1.425 -0.776 1.983
H 0.580 1.382 0.206
H 1.272 0.338 -1.435
H 0.833 -1.294 -1.225
H -1.392 0.477 1.410
H -0.847 -1.303 0.840
H -1.385 1.012 -0.913
H -3.613 -0.437 -1.338
H -3.324 -0.577 0.380

## Properties
HOMO-LUMO gap, eV: 5.556
M, g mol⁻¹: 134.20
ΔE to the lowest compared entry with this formula, charge and spin, eV: 1.777
Net charge: -2
Highest occupied orbital energy, eV: 0.33
E_tot, eV: -20169.42100